C30H38N8O3RuS2 | the ωB97M-V functional and the def2-TZVPD basis

XYZ file:
```
82
Properties=species:S:1:pos:R:3
Ru -0.709 0.868 -0.630
C -1.525 -4.572 -2.641
C -2.870 -3.973 -2.265
N -2.900 -2.494 -2.390
C -3.615 -1.946 -3.557
C -2.759 -1.930 -4.812
C -2.257 -1.763 -1.503
S -2.243 0.001 -1.875
N -1.709 -2.377 -0.473
C -0.989 -1.878 0.511
O -0.616 -0.660 0.663
C -0.575 -2.812 1.575
C -0.939 -4.158 1.511
C -0.543 -5.032 2.506
C 0.216 -4.573 3.574
C 0.581 -3.233 3.649
C 0.187 -2.357 2.656
H -1.583 -5.657 -2.558
H -0.735 -4.218 -1.981
H -1.255 -4.331 -3.669
H -3.140 -4.221 -1.240
H -3.657 -4.343 -2.919
H -3.982 -0.950 -3.315
H -4.497 -2.569 -3.694
H -1.854 -1.338 -4.667
H -3.326 -1.493 -5.634
H -2.469 -2.937 -5.107
H -1.529 -4.507 0.676
H -0.825 -6.075 2.454
H 0.523 -5.259 4.352
H 1.168 -2.879 4.486
H 0.464 -1.313 2.718
C 6.229 0.322 2.385
C 5.158 0.135 1.352
C 3.976 -0.544 1.660
C 3.001 -0.748 0.703
C 3.216 -0.256 -0.582
C 4.381 0.418 -0.923
C 5.343 0.608 0.052
S 1.973 -0.488 -1.769
O 1.156 -1.608 -1.432
O 2.462 -0.273 -3.089
N 0.925 0.871 -1.488
C 0.763 1.979 -2.364
C 1.565 2.541 -3.328
C 1.036 3.649 -3.985
C -0.228 4.127 -3.672
C -0.962 3.493 -2.684
N -0.455 2.444 -2.041
H 5.849 0.152 3.390
H 6.652 1.325 2.335
H 7.043 -0.384 2.210
H 3.835 -0.934 2.661
H 2.101 -1.307 0.926
H 4.539 0.765 -1.935
H 6.262 1.122 -0.202
H 2.531 2.126 -3.572
H 1.618 4.136 -4.757
H -0.645 4.979 -4.187
H -1.954 3.819 -2.403
C -1.230 3.511 0.723
N -1.428 4.261 1.928
C -2.614 3.760 2.628
N -2.445 2.348 2.983
C -2.272 1.564 1.799
N -1.034 2.034 1.020
C 0.161 1.920 1.974
N -0.063 2.695 3.157
C -0.258 4.104 2.798
C -1.266 2.206 3.841
H -0.339 3.861 0.202
H -2.100 3.597 0.072
H -3.491 3.872 1.989
H -2.767 4.341 3.536
H -3.132 1.675 1.136
H -2.120 0.516 2.048
H 1.040 2.285 1.437
H 0.279 0.865 2.213
H 0.630 4.475 2.287
H -0.408 4.686 3.706
H -1.416 2.781 4.753
H -1.133 1.156 4.106
```

Values from the calculation:
- relative energy (zero: lowest compared OMol25 entry of this formula, charge and spin) (eV) = 0.000
- total charge = +2
- total energy (eV) = -74028.932
- gap between HOMO and LUMO (eV) = 6.63

Taken from the Mulliken analysis, the atomic charges in e are: number 1, Ru, carries -0.477; number 2, C, carries -0.957; number 3, C, carries -0.658; number 4, N, carries 0.005; number 5, C, carries -0.931; number 6, C, carries -0.855; number 7, C, carries 0.696; number 8, S, carries -0.227; number 9, N, carries -0.061; number 10, C, carries -0.583; number 11, O, carries 0.835; number 12, C, carries 1.049; number 13, C, carries -0.642; number 14, C, carries -0.824; number 15, C, carries -0.492; number 16, C, carries -1.241; number 17, C, carries -0.008; number 18, H, carries 0.384; number 19, H, carries 0.202; number 20, H, carries 0.331; number 21, H, carries 0.390; number 22, H, carries 0.436; number 23, H, carries 0.522; number 24, H, carries 0.451; number 25, H, carries 0.230; number 26, H, carries 0.403; number 27, H, carries 0.296; number 28, H, carries 0.353; number 29, H, carries 0.456; number 30, H, carries 0.427; number 31, H, carries 0.457; number 32, H, carries 0.458; number 33, C, carries -1.501; number 34, C, carries 0.808; number 35, C, carries -0.841; number 36, C, carries -0.281; number 37, C, carries 0.139; number 38, C, carries -0.729; number 39, C, carries -0.715; number 40, S, carries 0.959; number 41, O, carries -0.542; number 42, O, carries -0.693; number 43, N, carries 0.505; number 44, C, carries 0.530; number 45, C, carries -0.815; number 46, C, carries -0.492; number 47, C, carries -0.902; number 48, C, carries -0.234; number 49, N, carries 0.276; number 50, H, carries 0.370; number 51, H, carries 0.390; number 52, H, carries 0.339; number 53, H, carries 0.468; number 54, H, carries 0.547; number 55, H, carries 0.505; number 56, H, carries 0.453; number 57, H, carries 0.572; number 58, H, carries 0.465; number 59, H, carries 0.455; number 60, H, carries 0.571; number 61, C, carries -0.908; number 62, N, carries 0.192; number 63, C, carries -0.663; number 64, N, carries 0.137; number 65, C, carries -0.601; number 66, N, carries 1.350; number 67, C, carries -0.076; number 68, N, carries 0.242; number 69, C, carries -0.658; number 70, C, carries -0.667; number 71, H, carries 0.190; number 72, H, carries 0.163; number 73, H, carries 0.339; number 74, H, carries 0.347; number 75, H, carries 0.364; number 76, H, carries 0.063; number 77, H, carries 0.200; number 78, H, carries -0.405; number 79, H, carries 0.349; number 80, H, carries 0.347; number 81, H, carries 0.326; number 82, H, carries 0.343

---

C30H39Cl2N7OSSi3W | the ωB97M-V functional and the def2-TZVPD basis

XYZ file:
```
84
Properties=species:S:1:pos:R:3
W 0.740 0.196 -0.105
N -0.215 -3.048 2.775
C -1.454 -3.702 2.693
C -1.757 -4.733 3.569
C -2.987 -5.371 3.503
C -3.917 -4.986 2.552
C -3.606 -3.968 1.661
C -2.378 -3.327 1.732
S -2.031 -2.066 0.566
N -0.414 -1.592 0.910
C 0.274 -2.163 1.852
C 1.692 -1.885 1.871
C 2.566 -2.297 2.881
C 3.913 -2.121 2.726
C 4.380 -1.574 1.521
C 3.475 -1.143 0.596
N 2.131 -1.233 0.769
H 0.466 -3.480 3.374
H -1.022 -5.031 4.310
H -3.212 -6.169 4.198
H -4.881 -5.474 2.496
H -4.320 -3.664 0.902
H 2.174 -2.707 3.804
H 4.603 -2.403 3.511
H 5.437 -1.460 1.326
H 3.798 -0.698 -0.331
C 0.767 3.817 -2.551
O 0.247 2.651 -1.942
Si -1.208 1.937 -2.281
C -1.286 1.536 -4.109
C -2.489 3.297 -2.174
C -1.215 0.492 -1.037
Si -0.880 -1.130 -2.100
C 0.767 -0.659 -2.919
C -2.322 -1.405 -3.254
C -0.323 -2.928 -1.782
Si -2.414 0.968 0.424
C -2.618 0.305 2.194
C -4.173 0.821 -0.222
C -1.991 2.780 0.794
H 1.136 3.603 -3.559
H 1.602 4.172 -1.946
H 0.017 4.612 -2.610
H -0.815 2.375 -4.635
H -2.334 1.508 -4.426
H -0.809 0.619 -4.447
H -2.589 3.739 -3.170
H -2.201 4.084 -1.478
H -3.477 2.936 -1.877
H 0.864 0.367 -3.260
H 0.939 -1.318 -3.778
H 1.607 -0.859 -2.249
H -2.641 -0.500 -3.771
H -3.172 -1.767 -2.664
H -2.077 -2.168 -4.000
H 0.497 -2.996 -1.068
H 0.049 -3.270 -2.752
H -1.115 -3.607 -1.466
H -3.499 -0.338 2.249
H -2.782 1.170 2.841
H -1.775 -0.249 2.605
H -4.508 -0.219 -0.155
H -4.288 1.139 -1.262
H -4.847 1.425 0.397
H -1.033 3.085 0.371
H -1.939 2.938 1.874
H -2.758 3.458 0.411
N 0.443 0.846 1.745
C 0.394 1.336 2.814
N 0.296 1.733 3.990
C 0.479 2.909 4.565
N 0.656 3.892 5.148
Cl 3.082 2.575 1.887
C 3.938 2.485 0.390
C 5.126 3.188 0.312
C 5.878 3.163 -0.850
C 5.431 2.417 -1.923
C 4.238 1.717 -1.833
Cl 3.770 0.785 -3.217
C 3.424 1.731 -0.689
N 2.218 1.064 -0.628
H 5.452 3.753 1.175
H 6.804 3.719 -0.917
H 5.999 2.366 -2.843
```

Values from the calculation:
- relative energy (zero: lowest compared OMol25 entry of this formula, charge and spin) (eV) = 2.184
- total charge = 0
- total energy (eV) = -105561.352
- gap between HOMO and LUMO (spin up / spin down) (eV) = 5.81 / 5.43

Taken from the Mulliken analysis, the atomic charges in e are: number 1, W, carries -2.701; number 2, N, carries 0.053; number 3, C, carries -0.600; number 4, C, carries -0.750; number 5, C, carries -0.574; number 6, C, carries -0.867; number 7, C, carries -0.735; number 8, C, carries 1.173; number 9, S, carries 0.082; number 10, N, carries -0.303; number 11, C, carries 0.879; number 12, C, carries -0.133; number 13, C, carries -1.102; number 14, C, carries -0.784; number 15, C, carries -1.076; number 16, C, carries -0.119; number 17, N, carries 0.719; number 18, H, carries 0.182; number 19, H, carries 0.433; number 20, H, carries 0.396; number 21, H, carries 0.408; number 22, H, carries 0.474; number 23, H, carries 0.482; number 24, H, carries 0.437; number 25, H, carries 0.477; number 26, H, carries 0.620; number 27, C, carries -1.116; number 28, O, carries 0.153; number 29, Si, carries 0.193; number 30, C, carries -1.631; number 31, C, carries -1.470; number 32, C, carries 1.392; number 33, Si, carries 0.990; number 34, C, carries -1.402; number 35, C, carries -1.177; number 36, C, carries -1.346; number 37, Si, carries 1.173; number 38, C, carries -1.396; number 39, C, carries -1.538; number 40, C, carries -1.340; number 41, H, carries 0.305; number 42, H, carries 0.255; number 43, H, carries 0.305; number 44, H, carries 0.460; number 45, H, carries 0.417; number 46, H, carries 0.428; number 47, H, carries 0.444; number 48, H, carries 0.351; number 49, H, carries 0.344; number 50, H, carries 0.220; number 51, H, carries 0.508; number 52, H, carries 0.476; number 53, H, carries 0.280; number 54, H, carries 0.272; number 55, H, carries 0.402; number 56, H, carries 0.163; number 57, H, carries 0.553; number 58, H, carries 0.331; number 59, H, carries 0.384; number 60, H, carries 0.571; number 61, H, carries 0.361; number 62, H, carries 0.300; number 63, H, carries 0.346; number 64, H, carries 0.420; number 65, H, carries 0.222; number 66, H, carries 0.539; number 67, H, carries 0.414; number 68, N, carries 0.528; number 69, C, carries 0.709; number 70, N, carries -0.763; number 71, C, carries 0.448; number 72, N, carries -0.572; number 73, Cl, carries -0.233; number 74, C, carries 0.908; number 75, C, carries -0.679; number 76, C, carries -0.507; number 77, C, carries -0.618; number 78, C, carries 1.084; number 79, Cl, carries -0.204; number 80, C, carries -1.606; number 81, N, carries 1.550; number 82, H, carries 0.477; number 83, H, carries 0.387; number 84, H, carries 0.464

---

C30H39EuN3OS | the ωB97M-V functional and the def2-TZVPD basis

XYZ file:
```
75
Properties=species:S:1:pos:R:3
Eu 0.777 -0.111 0.320
N 4.174 3.340 0.795
N 1.838 -0.285 -2.759
C -2.027 -0.542 0.872
C -1.796 0.825 0.504
C -1.167 1.462 1.620
C -0.710 2.858 1.744
H -1.072 3.511 0.942
H 0.377 2.872 1.652
H -0.934 3.269 2.742
C -0.947 0.488 2.635
C -0.347 0.788 3.952
H -1.125 0.884 4.727
H 0.191 1.747 3.926
H 0.386 0.030 4.251
C -1.487 -0.748 2.184
C -1.499 -1.990 2.994
H -0.483 -2.240 3.331
H -1.893 -2.846 2.438
H -2.118 -1.867 3.896
C -2.172 1.520 -0.756
H -3.048 2.171 -0.600
H -2.424 0.816 -1.560
H -1.355 2.166 -1.123
C -2.834 -1.515 0.091
H -2.546 -2.549 0.319
H -2.709 -1.362 -0.988
H -3.913 -1.418 0.306
C 5.327 2.923 1.291
H 5.799 3.640 1.926
C 5.866 1.661 1.026
H 6.818 1.396 1.473
C 5.137 0.851 0.158
H 5.599 -0.067 -0.173
C 3.812 1.184 -0.176
H 3.280 0.607 -0.976
C 3.289 2.388 0.554
C 2.151 3.268 0.745
H 1.584 2.809 -0.107
C 0.869 -1.101 -2.452
C 1.323 0.546 -3.744
H 1.603 1.602 -3.949
C 0.483 -0.279 -4.478
H 0.333 -0.344 -5.582
N 0.132 -1.308 -3.588
C -0.940 -2.217 -3.517
C -2.138 -1.794 -4.115
C -3.189 -2.686 -4.026
H -4.095 -2.438 -4.576
C -3.100 -3.843 -3.249
C -4.199 -4.831 -3.297
H -4.297 -5.369 -2.349
H -4.019 -5.580 -4.081
H -5.157 -4.351 -3.525
C -1.978 -4.067 -2.441
H -1.951 -4.914 -1.760
C -0.893 -3.215 -2.497
C 0.205 -3.285 -1.471
H 1.064 -2.551 -1.667
H 0.614 -4.298 -1.402
H -0.180 -3.015 -0.466
C -2.291 -0.392 -4.633
H -1.668 -0.160 -5.506
H -2.097 0.374 -3.859
H -3.331 -0.279 -4.933
C 1.216 4.111 4.980
S 1.956 3.489 3.480
C 3.046 2.223 4.107
O 1.801 -0.724 1.917
H 0.178 3.789 5.095
H 1.249 5.201 4.905
H 1.830 3.786 5.821
H 2.798 1.246 3.665
H 4.047 2.536 3.798
H 2.978 2.201 5.199
```

Values from the calculation:
- spin multiplicity = 7
- total charge = -1
- <S²> = 12.044
- total energy (eV) = -68411.718
- gap between HOMO and LUMO (spin up / spin down) (eV) = 4.69 / 3.23

Taken from the Mulliken analysis, the atomic charges in e are: number 1, Eu, carries 0.991; number 2, N, carries -0.461; number 3, N, carries -0.315; number 4, C, carries 1.073; number 5, C, carries 0.105; number 6, C, carries 0.157; number 7, C, carries -0.519; number 8, H, carries 0.356; number 9, H, carries -0.254; number 10, H, carries 0.277; number 11, C, carries 0.947; number 12, C, carries -0.689; number 13, H, carries 0.270; number 14, H, carries -0.535; number 15, H, carries 0.328; number 16, C, carries 0.026; number 17, C, carries -1.922; number 18, H, carries 0.315; number 19, H, carries 0.393; number 20, H, carries 0.313; number 21, C, carries -1.323; number 22, H, carries 0.321; number 23, H, carries 0.165; number 24, H, carries 0.283; number 25, C, carries -1.043; number 26, H, carries 0.238; number 27, H, carries -0.116; number 28, H, carries 0.341; number 29, C, carries -0.449; number 30, H, carries 0.444; number 31, C, carries -0.608; number 32, H, carries 0.370; number 33, C, carries -0.354; number 34, H, carries 0.355; number 35, C, carries -0.188; number 36, H, carries 0.192; number 37, C, carries 1.357; number 38, C, carries -1.841; number 39, H, carries 0.266; number 40, C, carries -0.402; number 41, C, carries -0.997; number 42, H, carries 0.380; number 43, C, carries 0.010; number 44, H, carries 0.498; number 45, N, carries 0.203; number 46, C, carries 0.143; number 47, C, carries 1.188; number 48, C, carries -1.006; number 49, H, carries 0.342; number 50, C, carries 1.003; number 51, C, carries -1.545; number 52, H, carries 0.383; number 53, H, carries 0.293; number 54, H, carries 0.362; number 55, C, carries -0.730; number 56, H, carries 0.373; number 57, C, carries 0.665; number 58, C, carries -1.151; number 59, H, carries 0.455; number 60, H, carries 0.490; number 61, H, carries 0.045; number 62, C, carries -1.668; number 63, H, carries 0.382; number 64, H, carries 0.254; number 65, H, carries 0.426; number 66, C, carries -0.926; number 67, S, carries 0.290; number 68, C, carries -0.769; number 69, O, carries -0.840; number 70, H, carries 0.241; number 71, H, carries 0.311; number 72, H, carries 0.281; number 73, H, carries 0.092; number 74, H, carries 0.188; number 75, H, carries 0.471